Formula: C5H8O2
Source: the Open Molecules 2025 dataset
Level of theory: ωB97M-V with the def2-TZVPD basis set

```
15
Properties=species:S:1:pos:R:3:forces:R:3
O 2.0252 -0.0632 -0.0799 0.16 -0.28 -0.04
C 1.1343 -0.1246 1.0047 -0.22 -0.08 0.42
C -0.3213 -0.5034 0.5411 -0.13 0.04 0.06
C -0.3120 -0.8136 -0.9526 -0.39 0.15 -0.15
C -0.3735 0.3831 -1.5549 -0.22 -0.25 -0.17
O -0.7220 1.3995 -0.7308 0.08 0.08 -0.04
C -1.1844 0.7448 0.4746 -0.08 0.10 0.22
H 1.5867 -0.6094 -0.7619 0.64 0.44 0.06
H 1.1090 0.8625 1.4924 0.06 -0.23 -0.16
H 1.5013 -0.8409 1.7533 -0.15 -0.01 -0.12
H -0.7483 -1.2876 1.1707 0.00 0.16 -0.09
H -0.2583 -1.7786 -1.4330 0.36 0.07 0.02
H -0.1260 0.6916 -2.5655 -0.33 -0.19 0.06
H -2.2472 0.4957 0.3399 0.18 0.06 0.01
H -1.0635 1.4442 1.3019 0.04 -0.06 -0.07
```
Forces are in eV/Å.

As for the SMILES: OC[C@@H]1C=COC1. As for the lowest unoccupied orbital energy: 1.0 eV. The spin multiplicity is 1. The frontier orbital gap is 9.924 eV. The total energy comes out at -345.736262 Ha. The HOMO energy comes out at -8.95 eV.


Formula: C5H8O2
Source: the Open Molecules 2025 dataset
Level of theory: ωB97M-V with the def2-TZVPD basis set

```
15
Properties=species:S:1:pos:R:3:forces:R:3
C -1.9753 -0.3866 0.1600 -0.03 0.00 -0.04
C -0.5116 -0.4513 -0.1293 -0.22 0.00 0.32
O -0.1358 1.1822 -0.8028 -0.06 -0.07 -0.22
C 0.4525 -0.2684 1.0171 -0.05 -0.06 -0.02
C 1.7032 0.0925 0.2005 0.07 -0.05 -0.04
C 1.0606 0.3771 -1.1361 0.42 0.09 -0.46
O 1.4388 0.3194 -2.2675 -0.19 0.02 0.55
H -2.2649 0.4336 0.8352 0.06 -0.08 -0.06
H -2.5904 -0.3454 -0.7459 0.11 -0.01 0.13
H -2.2212 -1.3326 0.6611 0.05 0.09 -0.06
H -0.6023 1.2451 -1.6552 0.04 0.02 0.15
H 0.1814 0.4961 1.7630 0.01 -0.08 -0.13
H 0.5571 -1.2286 1.5340 -0.01 0.12 -0.08
H 2.2512 0.9760 0.5474 -0.10 -0.10 -0.04
H 2.4043 -0.7360 0.0839 -0.11 0.12 0.00
```
Forces are in eV/Å.

As for the lowest unoccupied orbital energy: 0.8 eV. The spin multiplicity is 1. The frontier orbital gap is 8.850 eV. The total energy comes out at -345.670641 Ha. The HOMO energy comes out at -8.03 eV.


Formula: C5H8O2
Source: the Open Molecules 2025 dataset
Level of theory: ωB97M-V with the def2-TZVPD basis set

```
15
Properties=species:S:1:pos:R:3:forces:R:3
C -1.8465 -0.7319 -1.2453 -0.19 0.01 -0.05
C -0.4334 -0.8555 -0.7329 0.12 0.11 0.01
C 0.3561 0.2125 -0.6190 -0.41 -0.18 -0.14
C 1.4844 0.4356 0.3683 0.04 -0.20 -0.10
O 1.8183 1.7911 0.4419 -0.09 0.14 0.03
C 0.8041 0.0288 1.6709 -0.04 0.33 0.42
O 0.3889 0.8738 2.4301 0.20 -0.42 -0.20
H -1.9473 -0.4411 -2.2948 0.20 -0.07 0.07
H -2.3181 0.0489 -0.6439 -0.18 -0.05 -0.17
H -2.4300 -1.6421 -1.0913 0.18 0.02 -0.08
H -0.1359 -1.8204 -0.3321 0.00 0.06 0.14
H 0.0275 1.1350 -1.0864 -0.05 0.16 0.14
H 2.3905 -0.1427 0.1692 -0.10 -0.08 0.05
H 1.2110 2.1543 1.1130 0.27 0.08 -0.07
H 0.6305 -1.0464 1.8522 0.03 0.08 -0.05
```
Forces are in eV/Å.

As for the SMILES: C/C=C/[C@@H](O)C=O. As for the lowest unoccupied orbital energy: 0.9 eV. The spin multiplicity is 1. The frontier orbital gap is 10.553 eV. The total energy comes out at -345.743280 Ha. The HOMO energy comes out at -9.62 eV.


Formula: C5H8O2
Source: the Open Molecules 2025 dataset
Level of theory: ωB97M-V with the def2-TZVPD basis set

```
15
Properties=species:S:1:pos:R:3:forces:R:3
O -1.5352 -0.2678 -2.4422 -0.11 -0.15 -0.20
C -1.5805 0.0229 -1.2913 2.81 2.25 1.38
C -0.1809 0.9089 -0.5579 -2.69 -2.33 -1.32
O 0.4905 1.5606 -1.5721 0.26 0.13 -0.07
C 0.5346 -0.2585 0.0725 0.21 0.32 0.00
C 1.2526 -0.1530 1.3870 0.13 0.05 -0.04
C -0.0398 -0.9024 1.3017 -0.12 -0.12 0.06
H -2.3696 -0.2422 -0.5822 -0.37 -0.29 0.03
H -0.5655 1.6337 0.1539 0.00 0.03 0.12
H 0.5454 0.9687 -2.3348 -0.10 0.01 0.01
H 0.9724 -0.9249 -0.6643 -0.02 -0.02 0.05
H 1.2512 0.8002 1.8919 -0.05 0.14 0.00
H 2.1666 -0.7127 1.5089 0.05 -0.08 0.00
H -0.0300 -1.9790 1.3741 0.08 -0.07 -0.03
H -0.9119 -0.4544 1.7547 -0.06 0.13 0.02
```
Forces are in eV/Å.

As for the SMILES: O=C[C@H](O)C1CC1. As for the lowest unoccupied orbital energy: 1.0 eV. The spin multiplicity is 1. The frontier orbital gap is 10.007 eV. The total energy comes out at -345.723608 Ha. The HOMO energy comes out at -8.98 eV.


Formula: C5H8O2
Source: the Open Molecules 2025 dataset
Level of theory: ωB97M-V with the def2-TZVPD basis set

```
15
Properties=species:S:1:pos:R:3:forces:R:3
O 1.3203 0.0477 1.1902 0.03 0.02 -0.02
C 0.9703 1.1685 0.4146 -0.01 0.24 -0.11
C 0.3045 0.8790 -0.9244 0.21 0.05 0.02
O -1.0896 0.6668 -0.7961 -0.03 0.02 -0.01
C -1.4996 -0.6804 -0.6548 -0.13 -0.21 0.05
C -0.8395 -1.5221 0.3351 0.33 0.28 0.14
C 0.2346 -1.4071 1.0741 -0.24 -0.44 -0.28
H 0.1362 -0.5095 1.8153 -0.04 0.10 0.04
H 1.9089 1.7114 0.2279 -0.12 -0.06 0.01
H 0.3043 1.8472 0.9706 0.07 -0.05 -0.06
H 0.8020 0.0339 -1.4245 -0.10 0.07 0.08
H 0.4092 1.7599 -1.5693 0.03 -0.11 0.11
H -1.3517 -1.2373 -1.6024 -0.01 0.05 0.10
H -2.5814 -0.6463 -0.4915 0.15 -0.05 -0.02
H 0.9714 -2.1119 1.4353 -0.13 0.08 -0.04
```
Forces are in eV/Å.

As for the lowest unoccupied orbital energy: 0.0 eV. The spin multiplicity is 1. The frontier orbital gap is 8.486 eV. The total energy comes out at -345.574640 Ha. The HOMO energy comes out at -8.49 eV.


Formula: C5H8O2
Source: the Open Molecules 2025 dataset
Level of theory: ωB97M-V with the def2-TZVPD basis set

```
15
Properties=species:S:1:pos:R:3:forces:R:3
O 2.6000 0.4691 0.9072 -0.04 0.24 0.10
C 1.7774 0.1372 -0.1991 -0.19 -0.16 -0.32
C 0.4441 -0.3154 0.3570 0.29 -0.12 0.01
O -0.2781 0.8170 0.8945 -0.06 0.10 0.10
C -1.5036 0.2306 0.4796 -0.40 0.00 0.14
C -1.6745 0.1618 -0.9925 0.01 0.14 -0.16
C -0.8021 -0.8627 -0.3232 0.05 -0.29 -0.03
H 2.0612 1.0157 1.4971 0.21 0.00 -0.09
H 1.6503 0.9978 -0.8705 -0.03 -0.14 0.05
H 2.2894 -0.6627 -0.7426 -0.14 0.05 0.06
H 0.6679 -1.0115 1.1766 0.03 0.12 0.02
H -2.3189 0.2882 1.1953 0.09 -0.32 -0.14
H -1.3377 0.9197 -1.6931 0.14 0.01 0.20
H -2.6418 -0.2821 -1.2311 0.19 0.17 -0.13
H -0.9644 -1.9283 -0.4444 -0.15 0.20 0.20
```
Forces are in eV/Å.

As for the lowest unoccupied orbital energy: 1.0 eV. The spin multiplicity is 1. The frontier orbital gap is 10.630 eV. The total energy comes out at -345.700342 Ha. The HOMO energy comes out at -9.59 eV.


Q: Which value of spin multiplicity does entry 2 give?
A: 1


Q: What is the formula in the third record?
A: C5H8O2


Q: Look up the spin multiplicity of the second one.
A: 1


Please write out number 2 again, unchanged.
Formula: C5H8O2
Source: the Open Molecules 2025 dataset
Level of theory: ωB97M-V with the def2-TZVPD basis set

```
15
Properties=species:S:1:pos:R:3:forces:R:3
C -1.9753 -0.3866 0.1600 -0.03 0.00 -0.04
C -0.5116 -0.4513 -0.1293 -0.22 0.00 0.32
O -0.1358 1.1822 -0.8028 -0.06 -0.07 -0.22
C 0.4525 -0.2684 1.0171 -0.05 -0.06 -0.02
C 1.7032 0.0925 0.2005 0.07 -0.05 -0.04
C 1.0606 0.3771 -1.1361 0.42 0.09 -0.46
O 1.4388 0.3194 -2.2675 -0.19 0.02 0.55
H -2.2649 0.4336 0.8352 0.06 -0.08 -0.06
H -2.5904 -0.3454 -0.7459 0.11 -0.01 0.13
H -2.2212 -1.3326 0.6611 0.05 0.09 -0.06
H -0.6023 1.2451 -1.6552 0.04 0.02 0.15
H 0.1814 0.4961 1.7630 0.01 -0.08 -0.13
H 0.5571 -1.2286 1.5340 -0.01 0.12 -0.08
H 2.2512 0.9760 0.5474 -0.10 -0.10 -0.04
H 2.4043 -0.7360 0.0839 -0.11 0.12 0.00
```
Forces are in eV/Å.

As for the lowest unoccupied orbital energy: 0.8 eV. The spin multiplicity is 1. The frontier orbital gap is 8.850 eV. The total energy comes out at -345.670641 Ha. The HOMO energy comes out at -8.03 eV.